# 1
Entry from the Open Molecules 2025 dataset: a molecular structure, C34H38As2BrN7O4V (ωB97M-V/def2-TZVPD).

The geometry in ORCA input format:
```
! RIJCOSX wB97M-V def2-TZVPD def2/J DEFGRID3
* xyz 0 2
V -0.286 0.189 -0.191
O -1.094 4.077 -3.837
C -2.254 4.011 -3.116
C -3.193 5.001 -3.365
C -4.398 4.999 -2.679
C -4.672 4.010 -1.740
C -3.722 3.027 -1.492
C -2.509 3.016 -2.169
C -1.465 1.967 -1.877
O -1.850 0.997 -0.930
N -0.220 2.681 -1.387
N 0.222 2.062 -0.212
C 0.781 2.758 0.764
C 0.910 2.198 2.055
Br -0.335 0.648 2.306
C 1.660 2.489 3.127
C 2.860 3.343 3.122
C 3.406 3.739 4.346
C 4.518 4.566 4.405
C 5.125 5.013 3.235
C 4.613 4.602 2.011
C 3.497 3.773 1.953
H -0.521 3.309 -3.708
H -2.964 5.759 -4.106
H -5.129 5.771 -2.887
H -5.615 4.006 -1.207
H -3.899 2.248 -0.760
H -1.202 1.472 -2.802
H -0.355 3.677 -1.274
H 1.038 3.800 0.616
H 1.371 2.062 4.082
H 2.938 3.395 5.264
H 4.913 4.864 5.370
H 5.990 5.664 3.278
H 5.084 4.925 1.090
H 3.138 3.435 0.988
C -3.835 -1.086 0.203
As -2.023 -1.704 0.024
C -2.172 -2.753 -1.594
C -1.945 -3.097 1.404
C -3.089 -3.403 2.144
C -3.036 -4.285 3.215
C -1.829 -4.875 3.565
C -0.688 -4.587 2.826
C -0.733 -3.698 1.750
As 0.856 -3.283 0.683
C 1.180 -5.081 0.034
C 2.193 -3.258 2.093
H -3.987 -0.629 1.176
H -4.533 -1.902 0.057
H -3.975 -0.331 -0.565
H -2.941 -3.507 -1.476
H -1.217 -3.218 -1.823
H -2.435 -2.078 -2.405
H -4.037 -2.957 1.892
H -3.937 -4.508 3.775
H -1.773 -5.553 4.409
H 0.249 -5.063 3.097
H 1.159 -5.798 0.855
H 2.152 -5.107 -0.454
H 0.417 -5.341 -0.698
H 2.284 -4.223 2.588
H 1.924 -2.493 2.821
H 3.151 -2.994 1.648
O 0.404 -0.561 -1.621
N 1.145 -1.393 -2.279
C 1.509 -0.958 -3.432
C 2.319 -1.882 -4.211
N 2.957 -2.601 -4.838
C 1.205 0.359 -3.974
N 0.959 1.396 -4.392
N 2.041 -0.019 0.402
C 3.144 0.135 0.102
N 4.422 0.319 -0.217
C 4.847 0.381 -1.624
C 5.953 1.403 -1.726
O 7.007 1.115 -0.815
C 6.556 1.123 0.537
C 5.499 0.072 0.755
H 3.999 0.665 -2.245
H 5.208 -0.600 -1.942
H 5.551 2.402 -1.526
H 6.383 1.387 -2.723
H 6.153 2.108 0.793
H 7.422 0.920 1.160
H 5.094 0.120 1.762
H 5.923 -0.920 0.583
*
```

The LUMO energy (spin up / spin down) comes out at -0.67 / -0.87 eV. The calculation puts the total energy at -9992.0360 Eh. The value obtained for the strongest force on any atom is 4.17 eV Å⁻¹. The calculation puts the HOMO energy (spin up / spin down) at -6.223 / -5.818 eV. As for the molar mass: 889.42 g mol⁻¹.

---

# 2
Entry from the Open Molecules 2025 dataset: a molecular structure, C34H38Br2ClF6I2N5O6S4 (ωB97M-V/def2-TZVPD).

The geometry in ORCA input format:
```
! RIJCOSX wB97M-V def2-TZVPD def2/J DEFGRID3
* xyz 0 1
C -1.042 4.529 0.664
C 0.225 4.220 -0.135
C 0.928 2.925 0.287
N 2.174 3.202 1.017
C 3.235 2.451 1.014
N 4.355 2.686 1.746
C 4.698 4.129 1.857
C 4.022 4.768 3.087
C 3.636 6.218 2.861
Cl 5.002 7.151 2.203
C 5.344 1.680 1.239
C 6.810 2.089 1.289
C 7.380 1.828 2.663
O 6.822 2.105 3.673
I 9.329 0.922 2.725
C 4.700 1.125 -0.074
C 5.237 2.113 -1.157
C 4.517 2.275 -2.474
O 4.825 1.708 -3.471
I 2.952 3.746 -2.555
C 5.055 -0.306 -0.435
Br 6.543 -1.071 0.452
C 4.426 -1.094 -1.313
C 4.819 -2.509 -1.623
Br 2.921 -0.521 -2.297
N 3.264 1.279 0.286
C 2.699 0.197 1.195
C 1.382 -0.408 0.696
C 1.434 -1.913 0.465
S -0.051 -2.454 -0.387
C -1.196 -2.261 0.991
S -0.974 -3.121 2.359
N -2.181 -1.318 0.830
C -3.482 -1.621 1.418
C -4.055 -0.713 2.286
C -5.329 -0.962 2.780
C -6.012 -2.110 2.400
C -5.412 -3.025 1.549
C -4.143 -2.781 1.061
C -2.333 -0.668 -0.461
C -2.877 -1.306 -1.565
C -3.003 -0.610 -2.755
C -2.602 0.716 -2.849
C -2.074 1.356 -1.738
C -1.944 0.657 -0.546
H -0.849 5.131 1.551
H -1.573 3.623 0.951
H -1.730 5.107 0.049
H 0.934 5.048 -0.068
H -0.031 4.144 -1.191
H 1.150 2.264 -0.544
H 0.276 2.377 0.969
H 2.165 4.026 1.598
H 4.426 4.666 0.945
H 5.764 4.247 1.987
H 4.736 4.741 3.908
H 3.147 4.191 3.389
H 2.797 6.339 2.176
H 3.360 6.685 3.802
H 5.276 0.841 1.937
H 7.390 1.532 0.560
H 6.980 3.143 1.070
H 5.279 3.105 -0.704
H 6.234 1.775 -1.432
H 4.775 -3.112 -0.715
H 5.849 -2.546 -1.981
H 4.170 -2.938 -2.377
H 3.441 -0.576 1.381
H 2.503 0.654 2.167
H 0.607 -0.236 1.446
H 1.071 0.097 -0.215
H 1.503 -2.429 1.423
H 2.297 -2.218 -0.124
H -3.504 0.177 2.555
H -5.775 -0.243 3.453
H -7.016 -2.283 2.762
H -5.888 -3.935 1.224
H -3.678 -3.490 0.388
H -3.195 -2.338 -1.505
H -3.432 -1.102 -3.617
H -2.729 1.247 -3.782
H -1.776 2.395 -1.788
H -1.546 1.138 0.338
C -7.412 -5.045 -5.198
F -6.622 -4.716 -6.224
F -8.212 -4.008 -4.938
F -8.170 -6.078 -5.567
S -6.359 -5.465 -3.746
O -5.642 -4.253 -3.449
O -5.583 -6.598 -4.163
N -7.548 -5.792 -2.754
S -7.242 -6.230 -1.271
O -6.679 -5.181 -0.462
O -6.687 -7.544 -1.112
C -8.990 -6.379 -0.709
F -9.648 -7.302 -1.408
F -9.640 -5.219 -0.824
F -9.000 -6.737 0.578
*
```

The LUMO energy comes out at -1.42 eV. The calculation puts the total energy at -10439.0487 Eh. The value obtained for the strongest force on any atom is 2.30 eV Å⁻¹. The calculation puts the HOMO energy at -7.769 eV. As for the molar mass: 1304.03 g mol⁻¹.

---

# 3
Entry from the Open Molecules 2025 dataset: a molecular structure, C34H38Br2IrN2O5PS (ωB97M-V/def2-TZVPD).

The geometry in ORCA input format:
```
! RIJCOSX wB97M-V def2-TZVPD def2/J DEFGRID3
* xyz 0 1
Ir 0.664 1.256 0.334
Br 0.829 6.372 0.326
C 2.219 5.103 0.346
C 3.550 5.547 0.395
C 4.594 4.665 0.407
Br 6.368 5.324 0.474
C 4.351 3.274 0.370
C 5.334 2.255 0.376
C 4.966 0.942 0.332
C 3.601 0.602 0.289
N 2.676 1.532 0.289
C 3.009 2.858 0.323
C 1.898 3.758 0.310
O 0.679 3.289 0.254
H 3.741 6.610 0.424
H 6.378 2.536 0.414
H 5.704 0.153 0.335
H 3.247 -0.423 0.266
C -4.622 1.434 -4.790
C -3.290 1.544 -4.050
C -2.765 2.978 -4.211
C -2.298 0.562 -4.689
C -3.423 1.219 -2.562
C -4.641 0.830 -1.981
C -4.757 0.534 -0.635
C -3.622 0.625 0.159
S -3.422 0.324 1.859
C -1.755 0.710 1.718
N -1.367 1.014 0.515
C -2.404 0.996 -0.404
C -2.301 1.301 -1.752
C -0.760 0.827 2.767
C -1.006 0.669 4.123
C 0.007 0.931 5.030
C 1.244 1.364 4.566
C 1.495 1.506 3.208
C 0.500 1.215 2.281
H -4.472 1.688 -5.841
H -5.367 2.122 -4.386
H -5.026 0.421 -4.750
H -2.673 3.225 -5.271
H -1.784 3.105 -3.752
H -3.446 3.696 -3.749
H -2.184 0.782 -5.753
H -2.647 -0.467 -4.586
H -1.312 0.628 -4.226
H -5.527 0.755 -2.595
H -5.710 0.237 -0.217
H -1.337 1.593 -2.152
H -1.983 0.355 4.469
H -0.167 0.812 6.091
H 2.032 1.587 5.275
H 2.474 1.835 2.883
C 1.273 -4.333 2.900
C 2.131 -3.134 2.522
C 1.894 -1.956 3.453
C 3.604 -3.511 2.507
O 1.853 -2.760 1.145
P 0.481 -2.134 0.609
O -0.653 -2.202 1.557
O 0.847 -0.746 0.089
O 0.318 -3.056 -0.681
C -0.948 -3.348 -1.326
C -1.787 -2.087 -1.452
C -1.668 -4.414 -0.513
C -0.559 -3.872 -2.698
H 1.510 -4.652 3.916
H 1.470 -5.163 2.219
H 0.217 -4.071 2.847
H 2.170 -2.232 4.473
H 0.848 -1.652 3.444
H 2.512 -1.108 3.152
H 3.920 -3.837 3.499
H 4.213 -2.653 2.214
H 3.780 -4.320 1.797
H -2.054 -1.700 -0.467
H -2.707 -2.310 -1.996
H -1.239 -1.320 -2.002
H -1.878 -4.041 0.489
H -1.047 -5.307 -0.436
H -2.608 -4.685 -0.999
H -0.004 -3.111 -3.249
H -1.451 -4.137 -3.267
H 0.069 -4.757 -2.600
*
```

The LUMO energy comes out at -0.65 eV. The calculation puts the total energy at -7796.2801 Eh. The value obtained for the strongest force on any atom is 0.57 eV Å⁻¹. The calculation puts the HOMO energy at -7.726 eV. As for the molar mass: 969.75 g mol⁻¹.

---

Q: What is the formula in the third record?
A: C34H38Br2IrN2O5PS

---

Q: strongest force on any atom of number 3 (C34H38Br2IrN2O5PS)?
A: 0.57 eV Å⁻¹

---

Q: What is the formula in the third record?
A: C34H38Br2IrN2O5PS

---

Q: Which of these has the highest total energy?
A: C34H38Br2IrN2O5PS